(a)
Density functional theory data (ωB97M-V with the def2-TZVPD basis set) for the molecule C2H4N4O.

Geometry as XYZ:
```
11
Properties=species:S:1:pos:R:3:nbo_charge:R:1
O -2.43 0.74 -0.25 -0.67
N 0.44 -1.18 0.26 -0.36
N 2.21 0.38 0.11 -0.80
N -0.91 -1.00 0.13 -0.40
N -0.06 0.97 -0.32 -0.53
C -1.16 0.27 -0.21 0.62
C 0.88 0.03 0.00 0.46
H 2.45 1.16 -0.49 0.39
H -2.68 0.80 0.68 0.49
H -1.54 -1.78 0.09 0.41
H 2.84 -0.40 0.02 0.39
```

Its HOMO energy is -8.69 eV. The orbital gap comes out at 9.2 eV. The LUMO energy is 0.0204 hartree. As for the SMILES: Nc1n[nH]c(O)n1. As for the net charge: 0. Its multiplicity is 1.


(b)
Density functional theory data (ωB97M-V with the def2-TZVPD basis set) for the molecule C2H4N4O.

Geometry as XYZ:
```
11
Properties=species:S:1:pos:R:3:nbo_charge:R:1
O -2.72 -0.02 0.58 -0.70
N 2.10 0.19 0.60 -0.79
N 0.81 0.92 -1.41 -0.27
N -0.94 -0.58 -0.47 -0.49
N 0.34 -0.55 -1.08 -0.18
C 1.26 0.26 -0.44 0.49
C -1.42 0.31 0.39 0.24
H -1.52 -1.30 -0.89 0.39
H -3.09 0.64 1.18 0.50
H 2.35 -0.74 0.90 0.41
H 2.83 0.89 0.66 0.41
```

Its HOMO energy is -8.88 eV. The orbital gap comes out at 9.7 eV. The LUMO energy is 0.0296 hartree. As for the net charge: 0. Its multiplicity is 1.


Least stable of them? (b).


(a)
Density functional theory data (ωB97M-V with the def2-TZVPD basis set) for a structure of composition C2H4N4O.

Geometry as XYZ:
```
11
Properties=species:S:1:pos:R:3:nbo_charge:R:1
O 0.30 2.02 -0.02 -0.55
N -0.19 -1.21 0.01 -0.32
N -2.33 -0.09 -0.02 -0.78
N 2.28 -0.55 0.01 -0.62
N 0.96 -0.25 0.02 -0.19
C -1.01 -0.20 0.00 0.29
C 0.14 0.83 0.00 0.62
H -2.76 0.82 -0.02 0.41
H -2.91 -0.92 -0.01 0.41
H 2.76 -0.23 0.85 0.36
H 2.76 -0.23 -0.83 0.36
```

Its HOMO energy is -8.35 eV. The orbital gap comes out at 9.1 eV. The LUMO energy is 0.0286 hartree. As for the net charge: 0. Its multiplicity is 1.


(b)
Density functional theory data (ωB97M-V with the def2-TZVPD basis set) for the molecule C2H4N4O.

Geometry as XYZ:
```
11
Properties=species:S:1:pos:R:3:nbo_charge:R:1
O -1.69 -0.70 1.80 -0.50
N 1.59 1.24 -0.92 -0.80
N -0.83 -0.47 0.76 0.08
N 0.18 -0.63 -1.14 -0.52
N 0.01 0.60 0.75 -0.37
C 0.58 0.46 -0.43 0.46
C -0.69 -1.20 -0.35 0.17
H -1.15 -0.61 2.60 0.48
H 1.60 2.21 -0.63 0.39
H 1.66 1.18 -1.91 0.39
H -1.25 -2.08 -0.54 0.21
```

Its HOMO energy is -8.67 eV. The orbital gap comes out at 9.5 eV. The LUMO energy is 0.0316 hartree. As for the SMILES: Nc1ncn(O)n1. As for the net charge: 0. Its multiplicity is 1.


Least stable of them? (a).


(a)
Density functional theory data (ωB97M-V with the def2-TZVPD basis set) for the molecule C2H4N4O.

Geometry as XYZ:
```
11
Properties=species:S:1:pos:R:3:nbo_charge:R:1
O 1.20 1.21 -1.72 -0.67
N -0.34 -1.59 -0.82 -0.27
N 0.79 -0.55 -0.29 -0.41
N -0.75 -1.19 1.61 -0.79
N -0.28 1.52 0.04 -0.75
C -0.27 -1.16 0.36 0.52
C 0.50 0.80 -0.65 0.66
H -0.32 2.46 -0.34 0.36
H 1.72 0.45 -2.03 0.50
H -0.61 -0.34 2.12 0.42
H -1.66 -1.63 1.72 0.41
```

Its HOMO energy is -9.49 eV. The orbital gap comes out at 10.3 eV. The LUMO energy is 0.0297 hartree. As for the SMILES: [H]/N=C(\O)N1N=C1N. As for the net charge: 0. Its multiplicity is 1.


(b)
Density functional theory data (ωB97M-V with the def2-TZVPD basis set) for a structure of composition C2H4N4O.

Geometry as XYZ:
```
11
Properties=species:S:1:pos:R:3:nbo_charge:R:1
O 0.15 1.86 -0.64 -0.48
N -0.13 0.69 -0.24 0.01
N -0.73 0.76 1.06 -0.33
N -0.29 -1.39 0.53 -0.53
N 1.11 -1.11 -1.35 -0.79
C -0.70 -0.43 1.40 0.17
C 0.28 -0.64 -0.32 0.50
H -0.94 -1.03 2.31 0.21
H 1.04 -0.39 -2.08 0.38
H 0.87 2.34 0.03 0.46
H 0.59 -2.07 -1.68 0.40
```

Its HOMO energy is -9.49 eV. The orbital gap comes out at 9.9 eV. The LUMO energy is 0.0139 hartree. As for the net charge: 0. Its multiplicity is 1.


Least stable of them? (b).


(a)
Density functional theory data (ωB97M-V with the def2-TZVPD basis set) for the molecule C2H4N4O.

Geometry as XYZ:
```
11
Properties=species:S:1:pos:R:3:nbo_charge:R:1
O -0.24 -0.62 -2.45 -0.65
N 1.02 0.17 0.72 -0.37
N -0.92 0.41 2.04 -0.81
N -1.00 -0.07 -0.30 -0.54
N 1.16 -0.18 -0.60 -0.42
C -0.05 -0.29 -1.16 0.63
C -0.29 0.20 0.84 0.47
H -0.32 0.82 2.75 0.39
H -1.82 0.86 1.96 0.39
H 2.05 -0.04 -1.06 0.41
H 0.42 -1.28 -2.70 0.49
```

Its HOMO energy is -8.60 eV. The orbital gap comes out at 9.1 eV. The LUMO energy is 0.0174 hartree. As for the SMILES: Nc1n[nH]c(O)n1. As for the net charge: 0. Its multiplicity is 1.


(b)
Density functional theory data (ωB97M-V with the def2-TZVPD basis set) for the molecule C2H4N4O.

Geometry as XYZ:
```
11
Properties=species:S:1:pos:R:3:nbo_charge:R:1
O 1.04 -0.61 -1.71 -0.70
N -1.32 0.51 1.96 -0.05
N -1.73 -0.53 1.44 -0.05
N -0.93 -0.73 0.32 -0.40
N -0.24 1.05 1.34 -0.29
C -0.14 0.29 0.29 0.27
C 1.14 0.31 -0.46 -0.12
H -1.38 -1.42 -0.49 0.46
H 0.13 -0.10 -2.04 0.45
H 1.44 1.34 -0.74 0.21
H 2.00 -0.11 0.11 0.22
```

Its HOMO energy is -10.80 eV. The orbital gap comes out at 11.0 eV. The LUMO energy is 0.0066 hartree. As for the SMILES: OCc1nnn[nH]1. As for the net charge: 0. Its multiplicity is 1.


(c)
Density functional theory data (ωB97M-V with the def2-TZVPD basis set) for the molecule C2H4N4O.

Geometry as XYZ:
```
11
Properties=species:S:1:pos:R:3:nbo_charge:R:1
O 0.37 -1.57 -0.96 -0.49
N 0.84 0.55 -1.78 -0.13
N 0.14 1.75 -0.10 -0.28
N 0.38 -0.23 -0.83 0.11
N 0.67 1.78 -1.33 -0.06
C -0.05 0.47 0.21 0.29
C -0.67 -0.12 1.42 -0.66
H -1.43 -0.85 1.10 0.24
H 0.07 -0.67 2.01 0.24
H -1.16 0.64 2.03 0.25
H 0.83 -1.74 -1.79 0.50
```

Its HOMO energy is -10.56 eV. The orbital gap comes out at 11.1 eV. The LUMO energy is 0.0215 hartree. As for the SMILES: Cc1nnnn1O. As for the net charge: 0. Its multiplicity is 1.


(d)
Density functional theory data (ωB97M-V with the def2-TZVPD basis set) for the molecule C2H4N4O.

Geometry as XYZ:
```
11
Properties=species:S:1:pos:R:3:nbo_charge:R:1
O -0.34 0.33 2.92 -0.58
N 1.09 -0.83 1.45 -0.24
N 0.01 -0.42 -0.42 -0.09
N -0.62 0.27 0.62 -0.46
N 1.09 -0.99 0.16 0.04
C 0.01 0.06 1.76 0.67
C 0.10 0.28 -1.57 -0.42
H -0.98 -0.03 -2.06 0.21
H -1.58 0.19 0.63 0.41
H 0.29 1.38 -1.40 0.22
H 0.93 -0.26 -2.08 0.24
```

Its HOMO energy is -9.90 eV. The orbital gap comes out at 9.8 eV. The LUMO energy is -0.0045 hartree. As for the SMILES: Cn1nnc(=O)[nH]1. As for the net charge: 0. Its multiplicity is 1.


Least stable of them? (d).